This record from OMol25 describes a structure of composition C55H64Ge2O7S5Sn in a non-equilibrium geometry. The level of theory is ωB97M-V with the def2-TZVPD basis set.

```
! wB97M-V def2-TZVPD RIJCOSX def2/J DEFGRID3
* xyz -2 1
Sn 3.25218 1.61112 2.24536
O 2.08206 5.36999 3.06256
C 2.81271 4.56790 2.54914
O 2.34386 3.55645 1.87866
C 4.32761 4.68941 2.70425
C 4.77376 5.68794 3.54911
C 6.13731 5.91653 3.78941
C 7.08669 5.21564 3.00501
C 6.60214 4.44700 1.94722
C 5.27082 4.10755 1.85766
S 4.94859 2.92377 0.58597
H 4.02529 6.38814 3.96629
H 6.51727 6.69261 4.47499
H 8.11535 5.38959 3.07528
H 7.34706 3.90495 1.35219
C -1.77543 -4.87262 5.23671
C -2.21709 -3.54566 4.58969
C -1.90559 -2.27997 5.10499
C -2.17338 -1.05137 4.45201
C -1.68869 0.27678 5.18957
C -2.87066 -1.11392 3.26743
C -3.31892 -2.33513 2.72724
C -4.11141 -2.30922 1.45674
C -2.97439 -3.49083 3.40865
C -3.25665 0.13160 2.52260
C -4.52507 0.67652 2.88201
C -4.89564 1.92267 2.42272
C -3.97260 2.70054 1.69783
C -2.72447 2.20789 1.33984
C -2.40673 0.82563 1.66937
Ge -0.63578 0.05842 1.06805
S 0.75701 0.50231 2.63093
S 0.12790 0.64598 -1.01425
Ge 0.67096 -1.64085 -1.17013
S 2.56519 -2.25158 -0.50587
S -1.03406 -2.12334 0.34274
C 0.28847 -2.05586 -3.22529
C 1.41847 -2.27513 -4.08150
C 1.21603 -2.57933 -5.40573
C -0.05150 -2.86923 -5.83304
C -1.15913 -2.71186 -5.02820
C -0.98525 -2.31390 -3.70161
C -2.28053 -2.03380 -3.00569
C -2.93604 -3.06139 -2.31801
C -2.28321 -4.47568 -2.20011
C -4.17067 -2.84685 -1.74605
C -4.78455 -1.64526 -1.89439
C -6.03088 -1.38637 -1.15202
C -4.21725 -0.60951 -2.63277
C -2.93305 -0.77233 -3.15834
C -2.33917 0.28313 -4.00664
C 2.79684 -2.38871 -3.63605
C 3.37618 -3.63520 -3.55719
C 2.47334 -4.88428 -3.70499
C 4.73628 -3.83021 -3.40299
C 5.53452 -2.67424 -3.22756
C 7.02905 -2.81244 -2.96029
C 4.96000 -1.45490 -3.22316
C 3.63895 -1.29772 -3.51777
C 2.95140 0.03511 -3.43202
C -1.82223 3.20931 0.72991
C -1.91726 3.37776 -0.66342
C -2.85239 2.63991 -1.49572
C -1.25187 4.52550 -1.14919
C -0.52135 5.40323 -0.36742
C 0.13411 6.50169 -1.10030
C -0.32902 5.09944 0.95328
C -1.04744 4.03246 1.48248
C -1.06238 3.85965 2.99532
H -0.91825 -4.61368 5.89619
H -1.46506 -5.58678 4.45506
H -2.47568 -5.28631 5.93677
H -1.23028 -2.25239 5.94756
H -0.96106 0.06675 5.92794
H -2.56313 0.76312 5.66489
H -1.29776 0.98014 4.45992
H -3.62849 -1.70783 0.75019
H -5.11104 -1.89662 1.62558
H -4.28182 -3.24789 0.96896
H -3.28003 -4.51668 3.07246
H -5.21726 0.01045 3.40868
H -5.88541 2.35681 2.55201
H -4.23462 3.66576 1.44028
H 2.06007 -2.69007 -6.09802
H -0.07774 -3.33084 -6.86217
H -2.17237 -2.85094 -5.44938
H -3.12404 -5.16937 -1.94659
H -1.48905 -4.51212 -1.54640
H -1.93482 -4.69542 -3.17303
H -4.67364 -3.69615 -1.28803
H -6.23745 -2.22458 -0.50382
H -6.83963 -1.32787 -1.92077
H -6.02938 -0.48892 -0.53781
H -4.90002 0.19124 -2.95732
H -2.53182 -0.03029 -5.06607
H -1.25752 0.40693 -3.79796
H -2.79583 1.26002 -3.73975
H 2.10537 -5.26542 -4.71046
H 1.53673 -4.68465 -3.13248
H 2.85103 -5.73202 -3.09050
H 5.15101 -4.83129 -3.45189
H 7.63383 -2.27823 -3.67931
H 7.25996 -3.85460 -2.95963
H 7.21441 -2.34413 -1.98686
H 5.55391 -0.57000 -3.04436
H 1.90778 -0.02257 -3.17143
H 3.08866 0.66154 -4.25712
H 3.44930 0.59257 -2.65141
H -3.90844 2.81768 -1.15334
H -2.74153 1.54249 -1.48625
H -2.70704 2.97835 -2.53535
H -1.30004 4.68778 -2.27847
H 0.46531 7.31787 -0.43916
H -0.65557 6.89751 -1.69855
H 0.93644 6.10677 -1.75140
H 0.21212 5.77551 1.60825
H -0.48273 4.62908 3.46087
H -0.52734 2.94747 3.20130
H -2.05917 3.74576 3.47474
O 0.70825 -5.12657 -0.61205
H 0.17909 -5.12552 0.23472
H 1.23993 -4.37440 -0.38011
O 0.17278 -4.65584 2.56724
H 1.08280 -4.33382 2.37455
H -0.30762 -3.80187 2.38598
O 0.98911 1.92017 5.28294
H 1.23046 2.80090 4.92531
H 0.70119 1.42735 4.49042
O 3.00213 0.63297 0.28501
H 3.03138 -0.32910 -0.00571
H 2.32562 0.99417 -0.27840
O 2.15205 3.95492 -1.53131
H 2.79323 4.05722 -0.83004
H 1.41310 3.51005 -1.09066
*
```

Results
Energy in Ha: -9020.3180
Kohn-Sham gap in eV: 6.670

This record from OMol25 describes a structure of composition CHFI2S in a non-equilibrium geometry. The level of theory is ωB97M-V with the def2-TZVPD basis set.

```
! wB97M-V def2-TZVPD RIJCOSX def2/J DEFGRID3
* xyz 0 1
C -0.40007 -0.44935 0.39565
F -1.29762 -0.44239 -0.56886
S 1.08347 1.31448 -0.09863
I -1.19008 -0.09149 2.30583
I 1.52291 0.95939 -2.36467
H 0.28140 -1.29063 0.33067
*
```

Results
Energy in Ha: -1132.0865
Kohn-Sham gap in eV: 7.862

This record from OMol25 describes the molecule C5H8O. The level of theory is ωB97M-V with the def2-TZVPD basis set.

```
! wB97M-V def2-TZVPD RIJCOSX def2/J DEFGRID3
* xyz 0 1
C -1.70269 -0.28204 -0.12992
C -0.80841 -0.33602 0.85723
C 0.58747 -0.88691 0.68211
C 1.33030 -0.14237 -0.45258
O 0.98173 1.23951 -0.35419
C -0.08359 1.56515 -1.05817
H -1.52748 -0.75242 -1.09317
H -2.63627 0.26335 -0.02553
H -1.01290 0.19129 1.78801
H 0.56848 -1.95402 0.42835
H 1.14974 -0.78729 1.61631
H 1.01683 -0.50613 -1.43574
H 2.41520 -0.22142 -0.34708
H -0.39526 2.52706 -0.57836
*
```

Results
Energy in Ha: -270.4027
Kohn-Sham gap in eV: 8.970

This record from OMol25 describes a cluster of 2 separate species, C5H7NO in total in a non-equilibrium geometry. The level of theory is ωB97M-V with the def2-TZVPD basis set.

```
! wB97M-V def2-TZVPD RIJCOSX def2/J DEFGRID3
* xyz 0 1
C -0.81043 3.30806 -0.54238
C 0.54469 1.26502 0.53106
C -1.56669 3.53538 -1.52266
C -0.68093 -0.37096 -0.81723
C 1.09270 -0.98426 1.01503
N 0.32607 0.06199 0.27837
O -2.49095 3.61708 -2.25864
H -0.22357 3.41639 0.25598
H -1.63167 -0.62564 -0.50421
H -0.85274 0.65189 -1.23866
H -0.21000 -1.20095 -1.50557
H 1.83524 -0.47383 1.67517
H 0.34393 -1.46851 1.64184
H 1.72187 -1.55810 0.38891
*
```

Results
Energy in Ha: -324.4465
Kohn-Sham gap (spin up / spin down) in eV: 8.930 / 6.458

This record from OMol25 describes a structure of composition C46H58MgN3PS2SbSi3. The level of theory is ωB97M-V with the def2-TZVPD basis set.

```
! wB97M-V def2-TZVPD RIJCOSX def2/J DEFGRID3
* xyz -1 1
Mg -0.67702 0.80178 0.76016
C -0.67832 -3.09954 3.82774
Sb 0.04341 -1.63238 2.38447
C -1.64000 -0.27301 2.37410
C -2.97938 -0.89637 2.25395
C -3.77907 -0.73992 1.10706
C -5.06686 -1.23303 1.07872
C -5.57345 -1.88669 2.19463
C -4.73457 -2.00806 3.28817
N -3.49115 -1.54192 3.32554
Si -1.60152 0.66880 4.00907
C -0.03692 1.71661 4.19514
C -3.09587 1.84433 3.90778
C -1.78077 -0.17022 5.71530
C 0.09657 -2.99932 0.50230
C -0.36605 -2.27067 -0.72391
C -0.12468 -2.79385 -2.00360
C -0.71565 -2.23385 -3.11749
C -1.54769 -1.13696 -2.95776
C -1.66828 -0.61945 -1.68719
N -1.09370 -1.14881 -0.59908
Si 1.94134 -3.48015 0.34015
C 2.91321 -2.13290 -0.56313
C 2.31818 -5.08441 -0.62590
C 2.71132 -3.81908 2.03677
Si -1.00494 -4.54573 0.64962
C -1.13994 -5.53680 -0.97211
C -0.32866 -5.81087 1.88850
C -2.80650 -4.13407 1.01375
H -0.95770 -2.53374 4.71429
H 0.13590 -3.77929 4.08328
H -1.54374 -3.66371 3.49047
H -3.38424 -0.19837 0.26087
H -5.68364 -1.10597 0.19614
H -6.57863 -2.28563 2.21121
H -5.08019 -2.50051 4.19441
H 0.06838 2.41906 3.37001
H 0.86816 1.10529 4.23308
H -0.09895 2.29224 5.12340
H -3.29059 2.12996 2.87180
H -2.93038 2.76036 4.47992
H -3.99329 1.35730 4.29963
H -0.86637 -0.69240 6.01230
H -2.59823 -0.88995 5.70665
H -1.99008 0.58525 6.47743
H 0.50199 -3.66785 -2.10881
H -0.53099 -2.64374 -4.10257
H -2.03486 -0.66253 -3.79678
H -2.26454 0.27343 -1.52675
H 2.36246 -1.76025 -1.42954
H 3.87287 -2.51790 -0.91531
H 3.10940 -1.27589 0.08057
H 2.18099 -4.96761 -1.70364
H 1.70929 -5.93042 -0.30253
H 3.36453 -5.35269 -0.46256
H 2.67629 -2.94201 2.68476
H 3.75621 -4.11514 1.92354
H 2.18589 -4.63366 2.54265
H -0.17173 -5.86980 -1.35120
H -1.62513 -4.95001 -1.75385
H -1.75109 -6.42557 -0.79613
H 0.59054 -6.26748 1.51539
H -1.06149 -6.60881 2.02894
H -0.11473 -5.37874 2.86441
H -3.21351 -3.51965 0.20843
H -2.94184 -3.58525 1.94473
H -3.40063 -5.04954 1.07013
N -1.54194 2.68522 -0.09993
C -1.35355 3.74468 0.83398
C -2.45924 4.44075 1.30634
C -2.31967 5.46710 2.22547
C -1.05245 5.81254 2.66508
C 0.04992 5.11509 2.19726
C -0.06706 4.06242 1.28984
C 1.15132 3.27623 0.94707
C 2.32667 3.96760 0.64982
C 3.53521 3.29664 0.56646
C 3.57024 1.93423 0.82416
C 2.38369 1.25167 1.05935
C 1.13051 1.87284 1.08598
H -2.40610 2.81273 -0.60914
H -0.77005 2.66029 -0.78288
H -3.44600 4.17229 0.94190
H -3.19439 5.99022 2.59005
H -0.92407 6.61522 3.38094
H 1.03767 5.37136 2.55982
H 2.29192 5.03565 0.46325
H 4.44328 3.83036 0.31055
H 4.51667 1.40198 0.80454
H 2.44063 0.18404 1.25099
S 0.59963 4.75843 -2.81577
P 1.22360 2.95528 -3.29869
S 0.55994 1.38242 -2.26666
C 3.05762 2.89118 -3.37600
C 3.76502 1.85495 -2.78285
C 5.15095 1.82395 -2.86667
C 5.82762 2.82605 -3.54400
C 5.12095 3.86623 -4.13566
C 3.73843 3.90160 -4.04857
C 0.80622 2.55785 -5.05096
C 1.13622 1.30641 -5.56708
C 0.72440 0.94871 -6.84015
C -0.02438 1.83623 -7.60502
C -0.34283 3.08673 -7.09976
C 0.07200 3.44670 -5.82267
H 3.22067 1.08423 -2.25144
H 5.70009 1.01874 -2.39277
H 6.90957 2.80644 -3.60582
H 5.65079 4.64932 -4.66485
H 3.17656 4.71828 -4.48678
H 1.69877 0.61207 -4.95398
H 0.97790 -0.02755 -7.23690
H -0.36466 1.54657 -8.59240
H -0.92048 3.78265 -7.69651
H -0.17721 4.41311 -5.40049
*
```

Results
Energy in Ha: -4398.7556
Kohn-Sham gap in eV: 7.278

This record from OMol25 describes a structure of composition C24H16N10O5RuS3 in a non-equilibrium geometry. The level of theory is ωB97M-V with the def2-TZVPD basis set.

```
! wB97M-V def2-TZVPD RIJCOSX def2/J DEFGRID3
* xyz -1 2
Ru -2.11757 -2.54918 -0.86051
C 0.39513 -0.44038 4.06679
N 0.23013 -1.18098 2.84209
C -0.56197 -0.91478 1.79679
N -0.43827 -1.87528 0.89459
C 0.45183 -2.72988 1.45259
N 0.87713 -2.32948 2.62389
C 0.42493 1.05062 3.83089
C -0.01727 1.92822 4.81539
C -0.01917 3.29752 4.58559
C 0.37433 3.81012 3.36659
C 0.81593 2.93722 2.37109
C 0.87853 1.56692 2.63039
C 1.13423 3.41032 1.05139
N 1.11433 4.63652 0.60349
N 1.39033 4.59232 -0.70211
C 1.57283 3.33982 -1.02351
O 1.43533 2.52962 0.05919
C 1.85333 2.78512 -2.32001
C 1.88253 3.59832 -3.45531
C 2.12373 3.03022 -4.68831
C 2.34603 1.66412 -4.80731
C 2.32633 0.84792 -3.68261
C 2.58633 -0.63728 -3.78661
N 1.47023 -1.42078 -3.32501
C 1.07043 -1.72888 -2.08301
N -0.02907 -2.45228 -2.13251
C -0.27907 -2.56238 -3.46121
N 0.61173 -1.95608 -4.20081
C 2.07133 1.41312 -2.44631
H 1.33163 -0.78918 4.51639
H -0.42507 -0.69038 4.75079
H -1.19047 -0.05078 1.71319
H 0.76953 -3.64038 0.98139
H -0.37517 1.54102 5.75679
H -0.36227 3.96652 5.35989
H 0.33093 4.86512 3.14949
H 1.26103 0.91572 1.85959
H 1.71123 4.65642 -3.33951
H 2.12993 3.64962 -5.57341
H 2.53883 1.23302 -5.77781
H 3.46973 -0.89798 -3.19351
H 2.74833 -0.92098 -4.82861
H 1.59593 -1.45538 -1.19121
H -1.11967 -3.09748 -3.85461
H 2.03353 0.80132 -1.55891
S -3.54437 -1.06088 0.63679
C -3.28467 -1.95518 2.08859
C -3.38617 -1.22988 3.28199
N -3.38877 -0.59188 4.24169
C -2.92557 -3.30658 2.14829
S -2.69517 -4.33208 0.77839
C -2.77667 -3.89178 3.41379
N -2.62957 -4.36398 4.45319
O -4.45187 -2.54058 -1.59871
S -3.60207 -2.60178 -2.81721
O -4.34127 -2.62028 -4.04771
O -2.65737 -1.42808 -2.72341
O -2.73927 -3.82368 -2.64151
*
```

Results
<S²>: 1.01
Energy in Ha: -3137.4459
Kohn-Sham gap (spin up / spin down) in eV: 5.982 / 6.058

The highest energy belongs to which entry?
C5H8O